This record from the Open Molecules 2025 dataset describes a molecular structure, C23H36B4F15NO14 in a non-equilibrium geometry. The level of theory is the ωB97M-V functional and the def2-TZVPD basis.

Each line ends with the Mulliken charge.
Atoms and positions in Å:
1 C 0.36085 -0.89906 -1.13975  -1.423
2 C -0.75689 -0.66738 -2.17610  -0.316
3 C -2.12872 -0.76027 -1.48725  -0.323
4 B -3.27056 -1.31903 -2.40732  0.198
5 O -3.30253 -2.69289 -2.69200  -0.437
6 B -4.52928 -3.14220 -2.23707  0.531
7 O -5.63674 -2.51447 -2.79072  -0.432
8 B -5.49225 -1.15190 -2.48887  0.447
9 B -6.66635 -0.35234 -1.57028  0.394
10 N -7.66333 0.49182 -2.17890  -0.555
11 O -6.71629 -0.49281 -0.19992  -0.555
12 O -4.30760 -0.54914 -2.91822  -0.359
13 H -0.00339 -0.53947 -0.18620  0.338
14 H 0.65209 -1.93515 -1.11129  0.323
15 H 1.23519 -0.30405 -1.37558  0.387
16 H -0.65981 -1.37718 -2.98688  0.459
17 H -0.61186 0.32872 -2.57393  0.321
18 H -2.43107 0.18668 -1.05706  0.101
19 H -2.02721 -1.46617 -0.66672  0.333
20 H -4.61025 -3.93361 -1.35771  -0.119
21 H -8.40193 0.65768 -1.49923  0.239
22 H -8.11143 -0.02438 -2.92955  0.255
23 H -5.87519 -0.78939 0.16772  0.243
24 C 4.73486 -5.50452 0.98680  -0.844
25 C 3.71253 -5.74846 2.07587  -0.389
26 O 2.61829 -4.81302 1.98627  -0.309
27 C 1.67130 -5.10839 1.10966  0.224
28 O 1.63240 -6.06315 0.39358  -0.523
29 C 0.56774 -4.04120 1.16774  1.056
30 F 1.08164 -2.80323 1.20758  -0.249
31 F -0.18894 -4.20930 2.26780  -0.288
32 F -0.23594 -4.12408 0.10599  -0.239
33 H 5.07436 -4.47317 1.01212  0.335
34 H 5.58405 -6.16551 1.11815  0.212
35 H 4.30544 -5.68410 0.00126  0.328
36 H 4.15697 -5.58561 3.05526  0.348
37 H 3.33412 -6.76934 2.05312  0.327
38 C 0.47138 3.74985 -0.02275  -1.108
39 C 1.21918 2.78956 -0.92153  0.205
40 O 2.64092 2.85775 -0.69701  -0.328
41 C 3.09623 2.16158 0.33456  0.374
42 O 2.44904 1.49373 1.08433  -0.488
43 C 4.62491 2.29803 0.41466  0.869
44 F 5.01109 3.57040 0.24211  -0.249
45 F 5.20355 1.55291 -0.54247  -0.257
46 F 5.07534 1.88171 1.59783  -0.234
47 H 0.84997 4.76514 -0.14652  0.359
48 H -0.59146 3.73875 -0.25861  0.269
49 H 0.59099 3.48208 1.02561  0.316
50 H 1.07359 3.05612 -1.96624  0.401
51 H 0.87048 1.76532 -0.79250  -0.193
52 C 9.90376 -6.03710 -3.68355  -1.095
53 C 9.60114 -7.11510 -2.66585  -0.226
54 O 9.51833 -6.56734 -1.33497  -0.316
55 C 8.36328 -6.00859 -1.00807  0.359
56 O 7.39458 -5.91381 -1.70026  -0.508
57 C 8.41989 -5.51781 0.44632  0.914
58 F 9.56691 -4.87809 0.70913  -0.255
59 F 8.32808 -6.55834 1.29465  -0.271
60 F 7.40860 -4.68594 0.70204  -0.226
61 H 10.80914 -5.49621 -3.40771  0.305
62 H 10.04268 -6.47687 -4.67009  0.369
63 H 9.09262 -5.31214 -3.74003  0.313
64 H 10.40859 -7.84276 -2.63216  0.318
65 H 8.68439 -7.65045 -2.90713  0.327
66 C -2.52783 1.27487 4.80025  -1.220
67 C -2.52220 0.57352 3.45991  -0.098
68 O -3.46288 1.18189 2.54863  -0.306
69 C -3.04157 2.26958 1.92283  0.399
70 O -1.97211 2.78838 2.03832  -0.517
71 C -4.12576 2.75798 0.95197  0.882
72 F -5.34169 2.74564 1.51213  -0.262
73 F -4.15492 1.95970 -0.12754  -0.259
74 F -3.88100 4.00553 0.53643  -0.210
75 H -3.53676 1.30125 5.21247  0.313
76 H -1.87435 0.75639 5.50006  0.401
77 H -2.18463 2.30450 4.70585  0.319
78 H -2.84789 -0.45826 3.56991  0.355
79 H -1.52774 0.55990 3.01641  0.226
80 C -4.92901 6.89236 -0.92307  -1.167
81 C -4.89853 7.01748 0.58476  -0.030
82 O -4.77392 8.39650 0.98644  -0.346
83 C -5.89559 9.10190 1.00086  0.313
84 O -6.98693 8.71028 0.71507  -0.503
85 C -5.60087 10.52831 1.49153  0.897
86 F -4.50151 11.02787 0.90789  -0.244
87 F -5.40242 10.52559 2.82075  -0.251
88 F -6.62185 11.34127 1.22309  -0.238
89 H -4.05379 7.37210 -1.36215  0.310
90 H -4.94158 5.84381 -1.21594  0.358
91 H -5.81130 7.37793 -1.33862  0.365
92 H -4.02458 6.51219 0.98690  0.204
93 H -5.77832 6.56814 1.04273  0.325

Summary:
**Spin multiplicity**: 1
**HOMO energy**: -10.2163 eV
**Electronic energy**: -98067.903 eV
**Orbital gap**: 10.349 eV
**Total charge**: 0

This record from the Open Molecules 2025 dataset describes a molecular structure, C23H36BrCaI2MgN2O8S in a non-equilibrium geometry. The level of theory is the ωB97M-V functional and the def2-TZVPD basis.

Each line ends with the Mulliken charge.
Atoms and positions in Å:
1 C -3.31779 -0.70600 1.17738  -1.540
2 C -4.60775 -0.70741 0.25688  1.740
3 C -5.89234 -0.71187 1.24371  -1.374
4 C -4.74256 -1.97185 -0.62111  -0.660
5 C -3.69750 -2.02772 -1.78299  -0.830
6 C -2.54582 -3.04186 -1.54436  -0.513
7 C -2.07077 -3.34870 -0.09307  -0.565
8 N -0.98725 -4.33596 -0.39359  -0.335
9 C -0.58568 -4.29142 -1.75963  -0.680
10 O 0.19061 -4.99926 -2.28331  -0.485
11 C -1.30663 -3.06814 -2.44790  0.358
12 C -0.19432 -1.97808 -2.35648  -0.822
13 I -0.74521 -0.11641 -1.40972  0.380
14 C 0.42048 -1.65914 -3.78915  -0.347
15 C -0.66096 -1.32802 -4.84584  -0.978
16 I 1.69946 0.09236 -3.61600  0.097
17 H -3.29062 0.26523 1.77117  0.929
18 H -3.35122 -1.64644 1.85360  0.175
19 H -2.39557 -0.76277 0.58187  -0.686
20 H -4.64023 0.23663 -0.29933  0.297
21 H -6.79036 -0.31313 0.75573  0.459
22 H -5.66458 -0.19406 2.21966  0.302
23 H -6.08477 -1.77302 1.48719  -0.070
24 H -4.74374 -2.90646 -0.03140  0.022
25 H -5.74086 -1.91206 -1.09239  0.376
26 H -3.38985 -1.00736 -2.03696  0.224
27 H -4.25931 -2.39837 -2.65589  0.445
28 H -3.03217 -4.00696 -1.80291  0.389
29 H -1.51424 -2.56875 0.44101  0.435
30 H -2.76883 -3.94498 0.51295  0.113
31 H -0.10959 -4.14704 0.09126  0.314
32 H -1.53939 -3.37172 -3.47374  0.986
33 H 0.65254 -2.37864 -1.78007  0.404
34 H 1.04269 -2.51040 -4.08712  0.582
35 H -0.64828 -0.27390 -5.15150  0.376
36 H -0.52100 -1.90087 -5.77593  0.260
37 H -1.69107 -1.53248 -4.51381  0.218
38 Ca -4.02397 -0.75497 3.56142  1.204
39 C 0.36087 3.38061 -2.60075  0.718
40 O -0.50105 3.13073 -3.43829  -0.406
41 O 1.56281 3.64521 -2.85874  -0.344
42 O 0.17375 3.39689 -1.35389  -0.300
43 C -0.37470 5.77713 2.82899  -0.981
44 S -0.66173 4.21818 1.98165  0.611
45 O -1.08204 3.21930 3.01907  -0.710
46 C 1.05935 3.89579 1.59866  -1.032
47 H -1.33029 6.14933 3.19537  0.364
48 H 0.30390 5.62090 3.66779  0.274
49 H 0.05061 6.49476 2.12773  0.340
50 H 1.64182 3.86631 2.51709  0.442
51 H 1.43585 4.67701 0.94026  0.357
52 H 1.12330 2.93372 1.09181  0.375
53 Mg -6.19355 -3.28638 2.00964  0.467
54 N 3.48627 5.38823 2.85413  -0.217
55 C 4.43268 4.77230 2.14281  0.010
56 C 5.70654 5.28130 1.94957  -0.705
57 C 6.01814 6.50242 2.52360  -0.131
58 C 5.05096 7.16123 3.26482  -0.639
59 C 3.80878 6.56314 3.39978  -0.115
60 H 4.14272 3.82019 1.70925  0.362
61 H 6.43418 4.73550 1.36479  0.358
62 H 7.00228 6.93528 2.39528  0.377
63 H 5.25530 8.11674 3.72832  0.359
64 H 3.02151 7.04057 3.97420  0.343
65 C 2.83601 -4.51013 -0.64633  0.225
66 C 4.01746 -5.44543 -0.65108  -0.424
67 O 5.09042 -4.58180 -0.27187  -0.341
68 C 4.55985 -3.54437 0.41889  0.507
69 O 5.20305 -2.72295 0.99614  -0.528
70 O 3.20595 -3.54023 0.32367  -0.123
71 H 1.90804 -5.00328 -0.36345  0.068
72 H 2.69291 -4.00949 -1.60836  0.059
73 H 3.92766 -6.24324 0.08824  0.264
74 H 4.19768 -5.88819 -1.62842  0.330
75 Br 3.98117 -3.94527 3.00003  -0.416

Summary:
**Spin multiplicity**: 1
**HOMO energy**: -7.8615 eV
**Electronic energy**: -164737.955 eV
**Orbital gap**: 1.495 eV
**Total charge**: +1

This record from the Open Molecules 2025 dataset describes a molecular structure, C23H36CaF4GeIN3SSe. The level of theory is the ωB97M-V functional and the def2-TZVPD basis.

Each line ends with the Mulliken charge.
Atoms and positions in Å:
1 Ca 0.51207 1.15882 -0.53500  1.156
2 C -2.99279 -0.58439 0.21202  -1.267
3 C -2.92512 0.16179 -1.10560  -0.959
4 N -1.96896 1.28007 -1.11865  1.016
5 C -1.68546 1.72701 -2.50021  -0.016
6 C -2.87124 2.20466 -3.32561  -1.563
7 C -2.47099 2.37419 -0.24742  -1.110
8 C -1.49578 3.51916 -0.01443  -1.005
9 N -0.24990 2.96479 0.48344  -0.233
10 C 0.79652 3.74024 0.84675  0.259
11 C 2.03238 3.12102 1.17253  0.300
12 F 2.10092 1.73982 1.10555  -0.433
13 C 3.18112 3.79832 1.48776  -0.172
14 F 4.29388 3.09102 1.74310  -0.315
15 C 3.21065 5.17931 1.54671  -0.509
16 C 2.02461 5.82084 1.25620  0.041
17 F 1.97279 7.16182 1.29364  -0.328
18 C 0.86652 5.14619 0.92608  0.586
19 F -0.23712 5.88172 0.66012  -0.356
20 H -3.58103 -1.49608 0.09167  0.513
21 H -3.46495 0.01017 0.99494  0.405
22 H -2.00674 -0.86395 0.57297  -0.035
23 H -3.93166 0.52237 -1.36060  0.354
24 H -2.63046 -0.51728 -1.91166  0.488
25 H -1.18239 0.90355 -3.01942  0.333
26 H -0.94879 2.53368 -2.44775  -0.101
27 H -3.63084 1.43087 -3.44095  0.305
28 H -2.52026 2.47894 -4.32046  0.446
29 H -3.34248 3.08756 -2.89316  0.310
30 H -2.68085 1.91932 0.71995  0.369
31 H -3.41917 2.76664 -0.63952  0.391
32 H -1.97463 4.21211 0.68579  0.517
33 H -1.35906 4.09387 -0.94200  0.419
34 H 4.10769 5.72226 1.79788  0.493
35 S 0.13881 -0.13021 2.34550  -0.197
36 C -0.74514 -1.39627 3.00500  -0.121
37 N -1.89656 -1.11659 3.68023  0.022
38 C -2.70745 -2.02529 4.27974  -0.284
39 C -2.39884 -3.34419 4.23332  -0.703
40 C -1.21346 -3.71350 3.55433  -0.074
41 C -0.41536 -2.78139 2.96580  -0.543
42 H -2.12968 -0.13243 3.72214  0.226
43 H -3.57776 -1.61907 4.77302  0.422
44 H -3.04183 -4.06885 4.70689  0.412
45 H -0.92819 -4.75710 3.50558  0.433
46 H 0.49618 -3.05449 2.45779  0.587
47 C 1.57131 -5.81054 -1.25590  -1.177
48 Ge 1.39244 -3.92455 -0.81588  0.708
49 C 2.65811 -3.45084 0.57847  -1.307
50 C -0.40123 -3.54819 -0.19504  -0.579
51 C 1.65020 -2.90822 -2.46502  -1.090
52 Se 1.74500 -0.96052 -2.36495  0.122
53 C 3.57641 -0.79872 -1.71902  -0.750
54 H 1.41248 -6.44320 -0.38258  0.344
55 H 2.57181 -6.00872 -1.64249  0.356
56 H 0.84832 -6.09567 -2.02081  0.377
57 H 2.48647 -4.09595 1.44284  0.387
58 H 2.51828 -2.41524 0.89589  0.303
59 H 3.69358 -3.58738 0.26760  0.418
60 H -0.65846 -4.16870 0.66272  0.298
61 H -1.14419 -3.72137 -0.97465  0.459
62 H -0.45141 -2.50599 0.11740  -0.257
63 H 0.79238 -3.11761 -3.10781  0.404
64 H 2.53347 -3.23357 -3.01585  0.415
65 H 3.77945 -1.55329 -0.96556  0.231
66 H 3.67914 0.19451 -1.28875  0.189
67 H 4.25347 -0.90201 -2.56288  0.379
68 I 1.59783 2.54594 -4.22899  -0.206
69 C 1.94689 2.47555 -2.07907  -1.456
70 H 1.80300 3.53236 -1.82358  0.447
71 H 3.03603 2.35085 -2.06012  0.505

Summary:
**Spin multiplicity**: 1
**HOMO energy**: -6.8348 eV
**Electronic energy**: -199012.266 eV
**Orbital gap**: 6.273 eV
**Total charge**: 0